{
  "formula": "C20H16CrN3O3S",
  "method": "wB97M-V/def2-TZVPD",
  "orbital_gap_ha": [0.2468, 0.2616],
  "spin_multiplicity": 2,
  "e_tot_ha": -2604.485354,
  "e_lumo_ha": [-0.023, -0.012],
  "species": ["Cr", "O", "C", "C", "C", "C", "C", "C", "C", "N", "C", "C", "N", "H", "H", "H", "H", "H", "H", "H", "C", "C", "C", "C", "C", "C", "C", "C", "C", "S", "C", "N", "H", "H", "H", "H", "H", "H", "H", "H", "O", "C", "O", "H"],
  "coordinates": [[-0.973250, -0.707441, -0.495210], [-0.120651, -1.911197, 0.820612], [1.070559, -2.353649, 0.992517], [1.405139, -3.044514, 2.182942], [2.677558, -3.496188, 2.423002], [3.689882, -3.273518, 1.492072], [3.397574, -2.628513, 0.312220], [2.105851, -2.171771, 0.028840], [1.808988, -1.543574, -1.231794], [0.794003, -0.724760, -1.518937], [0.957891, -0.347908, -2.822676], [2.052621, -0.957630, -3.345343], [2.585849, -1.703622, -2.333413], [0.618113, -3.190689, 2.905417], [2.906837, -4.019762, 3.339961], [4.697399, -3.605646, 1.686869], [4.197174, -2.444255, -0.391896], [0.276816, 0.333544, -3.291176], [2.474113, -0.929568, -4.328181], [3.376090, -2.323426, -2.401224], [0.099759, 0.364629, 2.420583], [-0.615723, 1.423801, 1.659177], [-0.846537, 2.650628, 2.302981], [-1.407705, 3.691788, 1.622388], [-1.789572, 3.496996, 0.282021], [-2.361365, 4.533207, -0.478314], [-2.781972, 4.297630, -1.763930], [-2.675677, 3.022141, -2.303791], [-2.111002, 1.976866, -1.585061], [-2.070442, 0.389656, -2.254041], [-1.611496, 2.199406, -0.276948], [-0.990432, 1.188408, 0.402088], [0.314208, 0.700256, 3.430982], [1.039791, 0.128600, 1.921339], [-0.499339, -0.544320, 2.456764], [-0.567454, 2.757490, 3.340375], [-1.574400, 4.649008, 2.091031], [-2.458737, 5.510647, -0.030205], [-3.217906, 5.092699, -2.351869], [-3.040098, 2.812766, -3.297041], [-2.774199, -1.329643, 0.316780], [-2.721833, -2.346740, -0.397918], [-1.794898, -2.531933, -1.204203], [-3.541527, -3.089899, -0.327790]],
  "forces_ev_per_angstrom": [[-0.2, -1.0, 0.1], [-0.9, 0.9, -0.6], [1.2, -0.3, -0.2], [-0.2, 0.1, -0.1], [0.0, 0.1, -0.1], [0.2, -0.1, -0.2], [-0.1, 0.0, 0.1], [-0.3, -0.3, 0.6], [0.2, -0.1, -0.1], [0.1, -0.5, 0.4], [0.4, 0.2, -0.9], [-0.4, 0.4, -0.1], [-0.1, -0.1, 0.5], [-0.1, 0.0, 0.1], [0.0, 0.0, 0.1], [0.1, 0.0, 0.0], [0.1, 0.0, -0.1], [-0.1, 0.0, -0.1], [0.1, 0.0, -0.2], [-0.1, 0.1, 0.1], [-0.1, -0.1, 0.1], [0.0, -0.3, -0.2], [-0.2, 0.6, -0.1], [0.1, -0.5, 0.0], [0.1, -0.3, 0.0], [-0.1, 0.1, -0.3], [0.0, 0.4, 0.5], [0.3, -0.6, 0.3], [-0.3, 0.3, -0.2], [0.3, -0.7, 0.3], [-0.3, 1.0, -0.3], [-0.2, 0.0, 0.6], [0.0, 0.1, 0.0], [0.0, -0.1, 0.1], [0.1, 0.0, 0.1], [0.1, 0.0, 0.0], [0.0, 0.1, 0.1], [0.0, 0.1, 0.1], [0.0, 0.1, 0.0], [-0.1, 0.0, -0.1], [0.3, 1.3, 0.7], [-1.1, -1.3, -0.2], [0.7, 0.3, -0.7], [0.3, 0.1, 0.0]]
}